Record 1
{
  "formula": "C19H13BrF2N2O2S",
  "method": "ωB97M-V/def2-TZVPD",
  "de_lowest_kj_mol": 7.5,
  "lumo_ev": 0.2247,
  "gap_ev": 9.20,
  "homo_ev": -8.976,
  "largest_force_ev_per_a": 1.023,
  "e_tot_ev": -113301.4443,
  "elements": ["O", "S", "O", "N", "C", "N", "C", "C", "C", "C", "F", "C", "C", "F", "C", "C", "C", "C", "C", "C", "C", "C", "C", "C", "Br", "C", "C", "H", "H", "H", "H", "H", "H", "H", "H", "H", "H", "H", "H", "H"],
  "coordinates": [[0.222, -0.727, -2.078], [-0.031, -1.306, -0.783], [-1.161, -2.179, -0.644], [0.030, -0.150, 0.388], [-0.387, 1.057, 0.311], [-1.219, 1.559, -0.630], [-2.046, 0.796, -1.479], [-2.051, 0.995, -2.854], [-2.879, 0.247, -3.669], [-3.705, -0.703, -3.094], [-4.511, -1.432, -3.886], [-3.750, -0.910, -1.728], [-2.914, -0.149, -0.936], [-2.975, -0.281, 0.400], [0.086, 2.007, 1.342], [0.343, 3.345, 1.055], [0.790, 4.195, 2.051], [0.977, 3.723, 3.339], [0.733, 2.390, 3.628], [0.297, 1.534, 2.634], [1.428, -2.193, -0.248], [1.319, -3.078, 0.807], [2.445, -3.743, 1.259], [3.659, -3.501, 0.636], [5.209, -4.407, 1.251], [3.774, -2.616, -0.425], [2.640, -1.956, -0.867], [-1.340, 2.562, -0.662], [-1.382, 1.724, -3.282], [-2.879, 0.381, -4.738], [-4.400, -1.649, -1.290], [0.233, 3.726, 0.049], [0.994, 5.230, 1.819], [1.319, 4.393, 4.114], [0.884, 2.018, 4.630], [0.105, 0.493, 2.835], [0.351, -3.239, 1.252], [2.385, -4.442, 2.080], [4.731, -2.451, -0.895], [2.675, -1.264, -1.693]]
}

---

Record 2
{
  "formula": "C19H13BrN4ReS2",
  "method": "ωB97M-V/def2-TZVPD",
  "charge": 2,
  "lumo_ev": [-8.9385, -8.5455],
  "s_squared": 0.9794,
  "gap_ev": [5.00, 5.53],
  "homo_ev": [-13.939, -14.074],
  "multiplicity": 2,
  "largest_force_ev_per_a": 3.382,
  "e_tot_ev": -119700.3217,
  "elements": ["Re", "N", "C", "C", "C", "C", "C", "C", "S", "N", "C", "C", "C", "C", "C", "C", "N", "H", "H", "H", "H", "H", "H", "H", "H", "H", "S", "C", "N", "Br", "C", "C", "C", "C", "C", "C", "H", "H", "H", "H"],
  "coordinates": [[-0.206, -0.094, 0.292], [-3.047, -1.348, -2.514], [-3.387, -2.691, -2.327], [-4.584, -3.174, -2.842], [-4.942, -4.497, -2.637], [-4.112, -5.350, -1.920], [-2.910, -4.882, -1.408], [-2.558, -3.557, -1.606], [-1.026, -2.961, -0.931], [-1.182, -1.275, -1.054], [-2.077, -0.697, -1.843], [-1.940, 0.753, -1.924], [-2.603, 1.576, -2.832], [-2.338, 2.933, -2.845], [-1.428, 3.454, -1.927], [-0.809, 2.593, -1.044], [-1.042, 1.273, -1.036], [-3.724, -0.795, -3.026], [-5.237, -2.510, -3.390], [-5.864, -4.868, -3.052], [-4.394, -6.379, -1.765], [-2.241, -5.543, -0.877], [-3.296, 1.164, -3.548], [-2.833, 3.574, -3.557], [-1.212, 4.510, -1.901], [-0.098, 2.954, -0.307], [1.129, 0.984, 4.567], [0.701, 0.754, 3.084], [0.388, 0.574, 1.940], [6.140, -0.372, -2.066], [4.352, -0.280, -1.453], [3.837, 0.941, -1.019], [2.538, 1.003, -0.560], [1.720, -0.134, -0.531], [2.258, -1.346, -0.976], [3.561, -1.427, -1.426], [4.455, 1.825, -1.039], [2.159, 1.955, -0.213], [1.672, -2.255, -0.972], [3.964, -2.370, -1.754]]
}

---

Record 3
{
  "formula": "C19H13Cl3N2OS6Sn",
  "method": "ωB97M-V/def2-TZVPD",
  "lumo_ev": 0.1586,
  "gap_ev": 7.49,
  "homo_ev": -7.336,
  "largest_force_ev_per_a": 0.162,
  "e_tot_ev": -133353.8401,
  "elements": ["Sn", "S", "C", "S", "C", "C", "S", "S", "S", "Cl", "C", "C", "C", "C", "C", "C", "N", "C", "C", "N", "C", "O", "C", "C", "C", "Cl", "S", "C", "C", "C", "Cl", "C", "H", "H", "H", "H", "H", "H", "H", "H", "H", "H", "H", "H", "H"],
  "coordinates": [[-4.104, 2.889, -1.291], [-3.880, -4.354, -0.477], [-4.109, -2.737, -0.621], [-4.569, -1.948, -2.091], [-4.568, -0.303, -1.490], [-4.238, -0.153, -0.193], [-4.075, 1.363, 0.673], [-3.899, -1.626, 0.687], [-4.988, 0.973, -2.613], [-1.993, -0.816, 3.951], [-0.944, -0.589, 2.592], [-0.540, -1.686, 1.848], [0.282, -1.485, 0.754], [0.714, -0.212, 0.390], [1.585, -0.063, -0.840], [0.758, -0.136, -2.128], [-0.201, 0.954, -2.225], [0.014, 2.145, -2.881], [-1.080, 2.913, -2.642], [-1.954, 2.208, -1.849], [-1.394, 1.038, -1.614], [2.529, -1.112, -0.942], [3.766, -0.818, -0.295], [3.605, -0.567, 1.175], [3.278, -1.523, 2.090], [3.075, -3.197, 1.784], [3.054, -0.893, 3.665], [3.398, 0.692, 3.120], [3.685, 0.716, 1.792], [0.281, 0.862, 1.158], [0.742, 2.492, 0.746], [-0.544, 0.692, 2.258], [-0.874, -2.678, 2.117], [0.617, -2.334, 0.172], [2.094, 0.905, -0.807], [0.230, -1.089, -2.177], [1.426, -0.073, -2.984], [0.909, 2.326, -3.449], [-1.300, 3.910, -2.983], [-1.823, 0.245, -1.021], [4.221, 0.061, -0.764], [4.406, -1.679, -0.483], [3.367, 1.520, 3.808], [3.923, 1.621, 1.249], [-0.880, 1.544, 2.830]]
}

---

Record 4
{
  "formula": "C19H13N9O3Pt",
  "method": "ωB97M-V/def2-TZVPD",
  "charge": 2,
  "de_lowest_kj_mol": 56.3,
  "lumo_ev": [-7.0934, -10.5459],
  "s_squared": 6.0511,
  "gap_ev": [5.11, 5.01],
  "homo_ev": [-12.206, -15.558],
  "multiplicity": 5,
  "largest_force_ev_per_a": 0.293,
  "e_tot_ev": -42694.9710,
  "elements": ["Pt", "O", "C", "N", "C", "O", "C", "C", "C", "C", "C", "N", "C", "C", "C", "C", "C", "N", "H", "H", "H", "H", "H", "H", "H", "H", "N", "C", "N", "C", "N", "C", "C", "N", "C", "C", "N", "H", "H", "H", "H", "H", "O", "C", "N"],
  "coordinates": [[0.553, -0.214, 0.222], [0.594, 3.037, -2.291], [0.672, 1.887, -1.859], [0.428, 1.612, -0.564], [0.119, 2.700, 0.236], [0.086, 3.865, -0.328], [-0.132, 2.450, 1.601], [-0.383, 3.468, 2.551], [-0.587, 3.118, 3.858], [-0.552, 1.763, 4.239], [-0.310, 0.814, 3.278], [-0.113, 1.140, 1.994], [1.023, 0.720, -2.714], [1.354, 0.873, -4.047], [1.682, -0.263, -4.776], [1.666, -1.500, -4.151], [1.322, -1.569, -2.810], [1.007, -0.480, -2.115], [-0.399, 4.499, 2.225], [-0.772, 3.884, 4.599], [-0.710, 1.461, 5.264], [-0.280, -0.241, 3.523], [1.354, 1.862, -4.483], [1.948, -0.180, -5.821], [1.915, -2.404, -4.688], [1.298, -2.514, -2.282], [0.534, -4.112, 1.748], [1.283, -3.034, 1.536], [0.511, -2.128, 0.956], [-0.715, -2.729, 0.844], [-0.729, -3.942, 1.320], [-1.793, -1.954, 0.241], [-3.095, -2.389, 0.049], [-4.013, -1.607, -0.503], [-3.643, -0.389, -0.866], [-2.343, 0.083, -0.688], [-1.431, -0.711, -0.137], [0.805, -4.989, 2.173], [2.325, -2.934, 1.794], [-3.390, -3.387, 0.352], [-4.397, 0.247, -1.314], [-2.042, 1.080, -0.977], [3.828, 1.944, 1.162], [3.110, 1.082, 0.929], [2.409, 0.081, 0.720]]
}

---

Record 5
{
  "formula": "C19H14AsCaOPS4",
  "method": "ωB97M-V/def2-TZVPD",
  "charge": -2,
  "de_lowest_kj_mol": 38.7,
  "lumo_ev": 4.2016,
  "gap_ev": 5.35,
  "homo_ev": -1.144,
  "largest_force_ev_per_a": 1.374,
  "e_tot_ev": -153889.3617,
  "elements": ["Ca", "O", "C", "C", "C", "C", "C", "C", "C", "P", "C", "C", "C", "C", "C", "C", "C", "C", "C", "C", "C", "C", "H", "H", "H", "H", "H", "H", "H", "H", "H", "H", "H", "H", "H", "H", "S", "As", "S", "S", "S"],
  "coordinates": [[-0.079, -1.087, 0.507], [2.004, -0.269, 0.714], [1.788, 0.784, 0.087], [2.803, 1.824, -0.213], [4.160, 1.744, -0.496], [4.840, 2.902, -0.846], [4.162, 4.120, -0.897], [2.800, 4.196, -0.634], [2.096, 3.029, -0.339], [0.270, 2.728, -0.156], [-0.195, 4.577, -0.057], [-0.380, 5.356, 1.086], [-0.736, 6.699, 1.000], [-0.920, 7.299, -0.238], [-0.751, 6.541, -1.390], [-0.403, 5.200, -1.292], [0.032, 2.356, 1.627], [-1.136, 1.674, 1.974], [-1.342, 1.241, 3.280], [-0.392, 1.509, 4.256], [0.762, 2.211, 3.925], [0.976, 2.624, 2.618], [4.676, 0.793, -0.427], [5.902, 2.869, -1.061], [4.705, 5.020, -1.165], [2.284, 5.146, -0.701], [-0.239, 4.911, 2.064], [-0.867, 7.279, 1.907], [-1.198, 8.344, -0.305], [-0.903, 6.992, -2.364], [-0.285, 4.609, -2.196], [-1.882, 1.453, 1.215], [-2.234, 0.674, 3.511], [-0.543, 1.158, 5.270], [1.508, 2.417, 4.683], [1.888, 3.154, 2.362], [-1.908, -2.316, 2.158], [-2.355, -2.696, 0.017], [-2.402, -0.655, -0.839], [-0.458, -3.527, -0.753], [-4.078, -3.877, -0.345]]
}

---

Record 6
{
  "formula": "C19H14Cl2FeN2O3",
  "method": "ωB97M-V/def2-TZVPD",
  "charge": -1,
  "de_lowest_kj_mol": 10.3,
  "lumo_ev": [2.6994, 2.6994],
  "s_squared": 0.7702,
  "gap_ev": [6.97, 6.68],
  "homo_ev": [-4.270, -3.985],
  "multiplicity": 2,
  "largest_force_ev_per_a": 1.098,
  "e_tot_ev": -88485.3654,
  "elements": ["Fe", "Cl", "C", "C", "C", "Cl", "C", "O", "C", "C", "O", "C", "H", "H", "H", "C", "N", "C", "C", "C", "C", "C", "N", "C", "C", "C", "C", "C", "C", "H", "H", "H", "H", "H", "H", "H", "H", "H", "H", "H", "O"],
  "coordinates": [[-0.311, -0.024, -0.137], [-0.226, 5.829, 4.530], [-0.115, 4.319, 3.670], [0.420, 3.201, 4.320], [0.513, 2.007, 3.656], [1.185, 0.638, 4.487], [0.081, 1.821, 2.298], [0.191, 0.688, 1.744], [-0.448, 2.994, 1.686], [-0.918, 3.011, 0.307], [-0.945, 2.089, -0.486], [-0.539, 4.215, 2.373], [0.759, 3.281, 5.343], [-1.289, 3.999, -0.028], [-0.951, 5.075, 1.859], [2.728, -0.475, -0.423], [1.401, -1.003, -0.115], [1.276, -2.256, 0.123], [-0.025, -2.706, 0.505], [-0.601, -3.908, 0.901], [-1.939, -3.608, 1.194], [-2.097, -2.235, 0.986], [-0.941, -1.702, 0.568], [3.092, -0.291, -1.888], [2.188, 0.176, -2.840], [2.614, 0.367, -4.151], [3.924, 0.105, -4.526], [4.822, -0.372, -3.582], [4.402, -0.572, -2.274], [3.492, -1.127, 0.014], [2.808, 0.482, 0.100], [2.131, -2.930, 0.077], [-0.110, -4.868, 0.961], [-2.702, -4.292, 1.530], [-2.983, -1.633, 1.111], [1.142, 0.322, -2.565], [1.899, 0.714, -4.887], [4.242, 0.256, -5.552], [5.845, -0.596, -3.862], [5.105, -0.954, -1.540], [-0.698, -0.262, -1.676]]
}